[1]
Entry from the Open Molecules 2025 dataset: a structure of composition C13H8N4O2SeTa (ωB97M-V/def2-TZVPD).

```
! wB97M-V def2-TZVPD RIJCOSX def2/J DEFGRID3
* xyz 3 1
Ta -0.544 -0.649 -0.257
Se 0.340 -2.893 0.107
O 3.037 1.307 -0.064
O 1.946 1.263 2.356
N -1.202 -0.167 1.724
N 0.502 -0.107 -2.046
N -2.308 -2.247 -1.073
N 0.918 0.339 0.420
C -0.327 0.490 2.531
C 1.677 0.561 -1.906
C 0.072 -0.428 -3.292
C -0.619 0.829 3.824
C 1.995 0.616 -4.255
C -2.780 -0.200 3.511
C -1.880 0.479 4.324
C -2.417 -0.515 2.216
C 2.451 0.937 -2.970
C -1.346 -2.747 -0.644
C 0.800 -0.074 -4.411
C 0.993 0.781 1.887
C 2.062 0.820 -0.482
H -3.100 -1.046 1.561
H 0.117 1.349 4.427
H -0.865 -0.969 -3.386
H 0.426 -0.339 -5.392
H -2.149 0.733 5.342
H -3.759 -0.487 3.872
H 2.579 0.901 -5.123
H 3.383 1.464 -2.803
*
```

The calculation puts the total energy at -90533.2133 eV. As for the lowest unoccupied orbital energy: -13.60 eV. Its HOMO energy is -21.055 eV.

These are the Löwdin partial charges, in e, on atoms 1 to 4: number 1, Ta, carries 1.68; number 2, Se, carries 1.01; number 3, O, carries 0.29; number 4, O, carries 0.29

[2]
Entry from the Open Molecules 2025 dataset: a structure of composition C13H9ClCoN3O4 (ωB97M-V/def2-TZVPD).

```
! wB97M-V def2-TZVPD RIJCOSX def2/J DEFGRID3
* xyz 2 5
Co 2.007 -1.556 -0.813
Cl 3.580 -2.042 -2.228
O 1.196 -2.942 1.472
O 2.005 -2.887 0.587
O -3.895 2.333 1.694
O -4.399 1.250 -0.106
N -0.007 -1.289 -1.037
N 1.779 0.070 0.415
N -3.631 1.607 0.766
C -2.220 -1.833 -1.692
C 2.693 0.690 1.155
C -1.321 1.805 1.399
C -0.487 -0.283 -0.261
C -2.724 -0.803 -0.936
C -2.218 1.129 0.665
C 0.479 0.443 0.516
C -0.846 -2.045 -1.733
C 2.361 1.722 2.032
C 2.556 -0.663 -2.478
C 1.050 2.118 2.132
C -1.850 0.024 -0.190
C 0.069 1.467 1.360
H -3.784 -0.619 -0.917
H -2.878 -2.482 -2.253
H -0.428 -2.839 -2.342
H 1.886 -0.761 -3.323
H 3.138 2.193 2.618
H 3.062 0.291 -2.381
H -1.658 2.621 2.024
H 0.763 2.922 2.798
H 3.722 0.362 1.058
*
```

The calculation puts the total energy at -76413.1022 eV. As for the lowest unoccupied orbital energy (alpha / beta): -9.37 / -9.86 eV. Its HOMO energy (alpha / beta) is -16.306 / -16.294 eV.

These are the Löwdin partial charges, in e, on atoms 1 to 4: number 1, Co, carries 0.49; number 2, Cl, carries 0.87; number 3, O, carries 0.21; number 4, O, carries -0.05

[3]
Entry from the Open Molecules 2025 dataset: an isolated molecule of C13H9N3O2S (ωB97M-V/def2-TZVPD).

```
! wB97M-V def2-TZVPD RIJCOSX def2/J DEFGRID3
* xyz 0 1
S 2.801 1.597 0.611
O 0.491 -0.329 0.774
O -3.348 1.962 0.550
N -1.613 -1.188 1.350
N 1.442 -2.048 -0.280
N -0.990 -4.615 -0.411
C -0.412 -1.322 0.734
C 3.953 -0.369 -0.593
C 2.765 -0.026 0.000
C -2.133 0.133 1.623
C 0.166 -2.402 0.079
C -3.707 2.381 -0.678
C -0.438 -3.631 -0.197
C 4.893 0.676 -0.554
C 1.601 -0.834 0.139
C -3.262 1.518 -1.627
C -2.658 0.814 0.393
C -2.576 0.491 -0.929
C 4.415 1.792 0.061
H -1.325 0.730 2.060
H -2.293 -1.889 1.087
H 4.915 2.725 0.226
H -3.398 1.592 -2.686
H 5.883 0.603 -0.966
H -2.095 -0.361 -1.365
H 4.120 -1.336 -1.029
H -2.930 0.045 2.366
H -4.268 3.292 -0.738
*
```

Its SMILES is N#Cc1nc(-c2cccs2)oc1NCc1ccco1. The calculation puts the total energy at -33026.1676 eV. As for the lowest unoccupied orbital energy: 0.25 eV. Its HOMO energy is -7.903 eV.

These are the Löwdin partial charges, in e, on atoms 1 to 4: number 1, S, carries 1.06; number 2, O, carries 0.12; number 3, O, carries 0.05; number 4, N, carries 0.09

What did the first record say?
Entry from the Open Molecules 2025 dataset: a structure of composition C13H8N4O2SeTa (ωB97M-V/def2-TZVPD).

```
! wB97M-V def2-TZVPD RIJCOSX def2/J DEFGRID3
* xyz 3 1
Ta -0.544 -0.649 -0.257
Se 0.340 -2.893 0.107
O 3.037 1.307 -0.064
O 1.946 1.263 2.356
N -1.202 -0.167 1.724
N 0.502 -0.107 -2.046
N -2.308 -2.247 -1.073
N 0.918 0.339 0.420
C -0.327 0.490 2.531
C 1.677 0.561 -1.906
C 0.072 -0.428 -3.292
C -0.619 0.829 3.824
C 1.995 0.616 -4.255
C -2.780 -0.200 3.511
C -1.880 0.479 4.324
C -2.417 -0.515 2.216
C 2.451 0.937 -2.970
C -1.346 -2.747 -0.644
C 0.800 -0.074 -4.411
C 0.993 0.781 1.887
C 2.062 0.820 -0.482
H -3.100 -1.046 1.561
H 0.117 1.349 4.427
H -0.865 -0.969 -3.386
H 0.426 -0.339 -5.392
H -2.149 0.733 5.342
H -3.759 -0.487 3.872
H 2.579 0.901 -5.123
H 3.383 1.464 -2.803
*
```

The calculation puts the total energy at -90533.2133 eV. As for the lowest unoccupied orbital energy: -13.60 eV. Its HOMO energy is -21.055 eV.

These are the Löwdin partial charges, in e, on atoms 1 to 4: number 1, Ta, carries 1.68; number 2, Se, carries 1.01; number 3, O, carries 0.29; number 4, O, carries 0.29

- Number 3 is which compound?
  C13H9N3O2S